# 1
Here is a molecular structure, C2O4S from OMol25. Energies are from the ωB97M-V functional and the def2-TZVPD basis.

Positions of all 7 atoms, in Å:
C 0.18275 -0.90596 -0.07561
C 0.86556 0.46572 0.05756
O 0.57418 -2.28835 -0.53200
O 1.79473 0.88232 0.59561
O -0.06086 1.18408 -0.63096
O -1.93768 0.46427 0.91563
S -1.41867 0.19792 -0.33021

* HOMO: -10.8 eV
* energy above the lowest of the compared OMol25 structures with the same formula, charge and spin: 352.1 kJ/mol
* LUMO energy: -2.5 eV
* E: -775.1848 Ha
* HOMO-LUMO gap: 0.3039 Eh

From a natural (NBO) analysis of the wavefunction, the atomic charges in e read: C 0.215; C 0.665; O -0.437; O -0.435; O -0.639; O -0.876; S 1.506

***

# 2
Here is a molecular structure, C2O4Sn from OMol25. Energies are from the ωB97M-V functional and the def2-TZVPD basis.

Positions of all 7 atoms, in Å:
O -2.48666 0.23120 -0.47478
C -3.60716 0.15827 -0.31154
O 0.59641 -0.45655 1.02290
O 1.41435 0.51613 -0.78041
C 1.68732 -0.14116 0.33275
O 2.81148 -0.57160 0.61042
Sn -0.41574 0.26372 -0.39934

* HOMO: -9.0 eV
* energy above the lowest of the compared OMol25 structures with the same formula, charge and spin: 243.6 kJ/mol
* LUMO energy: -1.4 eV
* E: -591.3565 Ha
* HOMO-LUMO gap: 0.2787 Eh

From a natural (NBO) analysis of the wavefunction, the atomic charges in e read: O -0.675; C 0.676; O -0.888; O -0.894; C 0.894; O -0.601; Sn 1.488

***

# 3
Here is a single C2OS molecule from OMol25. Energies are from the ωB97M-V functional and the def2-TZVPD basis.

Positions of all 4 atoms, in Å:
C 0.68366 -0.17447 0.18529
C 1.88075 0.01259 -0.15479
O -1.64043 0.68798 -0.01080
S -0.92398 -0.52610 -0.01969

* HOMO (alpha / beta): -10.9 / -10.9 eV
* energy above the lowest of the compared OMol25 structures with the same formula, charge and spin: 308.1 kJ/mol
* LUMO energy (alpha / beta): -3.0 / -3.0 eV
* E: -549.4339 Ha
* HOMO-LUMO gap (alpha / beta): 0.2906 / 0.2905 Eh

From a natural (NBO) analysis of the wavefunction, the atomic charges in e read: C -0.836; C 0.188; O -0.769; S 1.417

***

# 4
Here is a molecular structure, C30H10F15GeIN4OPtS from OMol25. Energies are from the ωB97M-V functional and the def2-TZVPD basis.

Positions of all 64 atoms, in Å:
Pt 0.55122 1.10855 2.81015
O -1.14365 0.34172 3.57225
C -1.41154 -0.89648 3.78555
C -2.77831 -1.23970 3.96707
C -3.18005 -2.52413 4.21390
C -2.23657 -3.54774 4.29819
C -0.90496 -3.26935 4.09132
C -0.45484 -1.96778 3.83619
C 0.95628 -1.74378 3.64222
N 1.62623 -0.59983 3.79643
C 2.93220 -0.85325 3.50907
C 3.07349 -2.17022 3.19125
N 1.83375 -2.72220 3.29257
H -3.49229 -0.43383 3.89458
H -4.22931 -2.73786 4.34523
H -2.55124 -4.55058 4.53303
H -0.18559 -4.07279 4.16768
H 3.67948 -0.08758 3.58110
H 3.92623 -2.74430 2.89998
H 1.59967 -3.66828 3.04372
F -0.91323 -2.42479 -2.89338
C -1.94777 -2.04549 -2.12489
C -1.85186 -0.85402 -1.43922
C -2.88748 -0.50732 -0.59131
F -2.74728 0.63082 0.10568
C -4.03379 -1.27533 -0.47034
F -5.03167 -0.90816 0.33642
C -4.12956 -2.45223 -1.21210
F -5.22850 -3.20259 -1.12905
C -3.07799 -2.84978 -2.03433
F -3.16221 -3.99166 -2.72276
Ge -0.26732 0.35051 -1.40788
S 0.68959 -0.09656 0.46388
C 0.91869 -0.12656 -2.97128
C 0.36867 -0.14555 -4.23966
F -0.90626 0.25656 -4.36819
C 1.08120 -0.55766 -5.35905
F 0.52290 -0.55326 -6.57110
C 2.40147 -0.98020 -5.20691
F 3.10188 -1.39663 -6.26174
C 2.98542 -0.95195 -3.94463
F 4.25348 -1.34170 -3.78388
C 2.23968 -0.51682 -2.85369
F 2.83043 -0.45580 -1.65429
C -0.93295 2.15694 -2.03018
C -2.20653 2.41365 -2.50178
F -3.12022 1.44164 -2.51351
C -2.56264 3.66447 -2.99475
F -3.79685 3.88443 -3.44577
C -1.61917 4.68551 -3.03251
F -1.95020 5.88674 -3.50039
C -0.31772 4.43961 -2.59870
F 0.60962 5.39639 -2.67910
C -0.01103 3.18212 -2.10063
F 1.24114 2.90185 -1.67441
I 5.99061 4.06193 2.91307
C 4.22761 3.16151 2.26417
C 3.93248 2.75741 0.97581
N 2.70865 2.21935 1.02008
N 2.21154 2.23958 2.25625
C 3.11686 2.81263 3.03839
H 4.51458 2.81677 0.07859
H 2.20067 1.70278 0.29688
H 2.94486 2.95026 4.09071

* HOMO (alpha / beta): -7.7 / -7.8 eV
* energy above the lowest of the compared OMol25 structures with the same formula, charge and spin: 221.1 kJ/mol
* LUMO energy (alpha / beta): -1.5 / -1.6 eV
* E: -5833.5153 Ha
* HOMO-LUMO gap (alpha / beta): 0.2285 / 0.2257 Eh

From a natural (NBO) analysis of the wavefunction, the atomic charges in e read: Pt 1.043; O -0.692; C 0.405; C -0.280; C -0.169; C -0.289; C -0.106; C -0.252; C 0.401; N -0.547; C -0.090; C -0.079; N -0.501; H 0.224; H 0.216; H 0.213; H 0.185; H 0.219; H 0.226; H 0.431; F -0.308; C 0.349; C -0.504; C 0.342; F -0.302; C 0.304; F -0.292; C 0.282; F -0.283; C 0.260; F -0.287; Ge 1.377; S -0.812; C -0.546; C 0.405; F -0.313; C 0.246; F -0.285; C 0.299; F -0.280; C 0.241; F -0.289; C 0.404; F -0.312; C -0.534; C 0.414; F -0.306; C 0.250; F -0.283; C 0.298; F -0.278; C 0.246; F -0.286; C 0.388; F -0.326; I 0.201; C -0.292; C -0.033; N -0.307; N -0.309; C -0.046; H 0.246; H 0.469; H 0.241